1.
The following is a quantum chemistry calculation of one molecule with the formula C12H11P, from the Open Molecules 2025 dataset.

Each line ends with the Mulliken spin population.
Atoms and positions in Å:
H (2.02, -2.12, -1.44)  0.01
C (0.52, -0.50, -1.34)  0.06
H (-3.84, -1.30, 0.43)  0.00
H (0.33, 2.62, -1.71)  0.06
C (1.31, -1.60, 0.47)  0.54
H (2.15, -0.98, 2.29)  0.02
C (1.33, -1.53, -0.95)  -0.04
C (1.86, 1.56, 0.01)  0.72
C (-3.21, 0.70, 0.57)  0.01
H (1.11, -2.64, 0.88)  0.01
C (-2.24, 1.63, 0.35)  -0.01
C (1.89, -0.66, 1.23)  0.02
C (-1.68, -1.04, -0.18)  0.00
C (-1.01, 1.20, -0.15)  0.06
H (3.31, 0.84, 1.33)  0.03
C (-0.67, -0.15, -0.50)  -0.01
H (-2.48, 2.70, 0.56)  0.00
C (-2.92, -0.65, 0.33)  0.00
H (-1.60, -2.03, -0.74)  0.00
H (0.50, 0.15, -2.23)  0.00
P (0.28, 2.46, -0.31)  0.11
H (-4.17, 1.04, 0.95)  0.00
H (2.55, 2.44, -0.08)  0.01
C (2.37, 0.61, 0.86)  0.39

Computed properties:
Highest occupied orbital energy (alpha / beta)   -0.1996 / -0.3159 Eh
Largest force on an atom   0.1206 Eh/bohr
HOMO-LUMO gap (alpha / beta)   6.02 / 6.46 eV
Expectation value of S²   2.02
E_LUMO (alpha / beta)   0.588 / -2.135 eV
Total energy   -804.96385 hartree
Spin multiplicity   3



2.
The following is a quantum chemistry calculation of a 2-piece molecular cluster, C12H12 overall, from the Open Molecules 2025 dataset.

Each line ends with the natural charge from an NBO analysis.
Atoms and positions in Å:
C (-7.16, -3.86, -1.19)  -0.21
C (-7.70, -2.00, 0.28)  -0.21
H (-4.68, -1.62, -1.07)  0.21
H (-2.96, 1.59, -0.03)  0.21
H (-7.43, -4.84, -1.61)  0.21
C (-5.90, -3.30, -1.44)  -0.22
C (-1.71, -1.40, 1.02)  -0.21
H (1.03, 0.13, -0.36)  0.21
C (-2.26, 0.78, 0.19)  -0.21
C (-2.65, -0.38, 0.77)  -0.22
H (-0.62, 1.83, -0.79)  0.21
H (-6.36, -0.43, 0.40)  0.22
C (-0.98, 0.94, -0.26)  -0.22
H (-3.70, -0.53, 1.06)  0.22
C (-0.37, -1.22, 0.65)  -0.21
C (-6.51, -1.40, -0.09)  -0.23
C (-5.64, -2.11, -0.86)  -0.21
C (-8.06, -3.21, -0.34)  -0.22
H (-2.02, -2.34, 1.49)  0.22
H (-9.03, -3.68, -0.13)  0.21
H (-5.18, -3.74, -2.14)  0.22
H (-8.45, -1.55, 0.95)  0.21
C (0.00, 0.00, 0.00)  -0.21
H (0.38, -1.98, 0.90)  0.22

Computed properties:
Highest occupied orbital energy   -0.3446 Eh
Largest force on an atom   0.0672 Eh/bohr
Energy above the lowest of the compared OMol25 structures with the same formula, charge and spin   20.6 kcal/mol
SMILES string   c1ccccc1.c1ccccc1
HOMO-LUMO gap   10.36 eV
E_LUMO   0.984 eV
Total energy   -464.43928 hartree



3.
The following is a quantum chemistry calculation of a 2-piece molecular cluster, C12H12 overall, from the Open Molecules 2025 dataset.

Each line ends with the natural charge from an NBO analysis.
Atoms and positions in Å:
C (0.66, -0.28, -1.25)  -0.21
H (0.03, 1.73, 2.51)  0.22
C (-0.12, 0.73, 2.22)  -0.21
H (-1.95, 0.15, 3.01)  0.21
C (0.78, 1.02, -0.87)  -0.23
C (-1.03, -0.20, 2.57)  -0.23
C (1.25, -1.15, 1.21)  -0.24
C (1.04, 0.18, 1.54)  -0.24
H (-1.68, 0.24, -3.82)  0.22
H (-1.83, -2.23, 2.63)  0.22
C (-0.94, 0.35, -2.92)  -0.24
H (2.18, -1.35, 0.44)  0.23
H (0.11, -3.13, 1.19)  0.22
H (2.05, 0.74, 1.44)  0.22
H (1.10, -1.07, -0.65)  0.21
C (0.16, -2.06, 1.42)  -0.21
C (-0.93, -1.55, 2.26)  -0.21
H (-0.17, -1.73, -2.67)  0.21
C (-0.20, -0.67, -2.39)  -0.19
C (-0.81, 1.61, -2.39)  -0.21
H (-1.35, 2.45, -2.74)  0.20
H (0.27, 3.10, -1.35)  0.21
C (0.10, 2.07, -1.49)  -0.21
H (1.29, 1.06, 0.09)  0.22

Computed properties:
Highest occupied orbital energy   -0.3183 Eh
Largest force on an atom   0.1022 Eh/bohr
Energy above the lowest of the compared OMol25 structures with the same formula, charge and spin   99.0 kcal/mol
SMILES string   c1ccccc1.c1ccccc1
HOMO-LUMO gap   9.45 eV
E_LUMO   0.787 eV
Total energy   -464.31426 hartree



4.
The following is a quantum chemistry calculation of C12H12Br4Cl2N5O4Ru as an isolated structure, from the Open Molecules 2025 dataset.

Each line ends with the Mulliken spin population.
Atoms and positions in Å:
Br (3.13, -4.92, -1.03)  0.00
N (-2.66, 0.14, -0.35)  0.01
Br (4.53, 0.32, 2.64)  0.00
O (1.38, -2.61, -0.16)  0.07
C (-2.46, -1.15, -0.82)  0.00
C (3.62, -3.44, 0.02)  0.01
C (-1.61, 2.97, 1.70)  0.00
Br (6.94, -1.91, 2.01)  0.00
C (4.91, -3.28, 0.53)  0.00
H (0.58, 1.22, -3.45)  0.00
N (-1.42, -1.84, -0.54)  -0.01
C (4.22, -1.21, 1.58)  0.00
H (-3.63, 3.00, -0.54)  0.00
Br (6.24, -4.56, 0.15)  0.00
H (-0.57, 2.85, 1.41)  0.00
H (-4.09, 3.28, 1.15)  0.00
Cl (1.17, 3.43, -2.93)  0.00
C (0.48, 1.36, -1.27)  0.01
Ru (0.30, -1.06, 0.32)  0.87
Cl (-1.48, 2.20, -2.91)  0.00
H (-4.46, 1.73, 0.41)  0.00
C (-3.72, 2.53, 0.45)  0.00
N (-3.47, -1.56, -1.64)  0.00
O (0.68, 2.08, -0.32)  0.01
C (2.93, -1.37, 1.08)  0.02
H (-1.73, 2.82, 2.78)  0.00
H (-1.43, -2.79, -0.88)  0.00
C (-1.97, 0.82, 0.64)  0.01
N (-0.94, 0.28, 1.22)  -0.01
O (1.94, -0.52, 1.31)  0.01
C (0.29, 1.93, -2.69)  0.00
C (5.20, -2.16, 1.31)  0.01
C (2.64, -2.50, 0.29)  -0.02
O (0.31, 0.07, -1.31)  0.00
H (-4.41, -1.28, -1.41)  0.00
H (-1.91, 3.98, 1.45)  0.00
N (-2.44, 2.04, 0.94)  0.01
H (-3.39, -2.47, -2.06)  0.00
H (-3.14, 0.73, -1.01)  0.00
H (-0.54, 0.85, 1.96)  0.00

Computed properties:
Highest occupied orbital energy (alpha / beta)   -0.2663 / -0.2704 Eh
Largest force on an atom   0.0023 Eh/bohr
Energy above the lowest of the compared OMol25 structures with the same formula, charge and spin   4.0 kcal/mol
HOMO-LUMO gap (alpha / beta)   6.91 / 6.63 eV
Expectation value of S²   0.76
E_LUMO (alpha / beta)   -0.336 / -0.729 eV
Total energy   -12350.61466 hartree
Spin multiplicity   2



5.
The following is a quantum chemistry calculation of C12H12Br4NO3Ti as an isolated structure, from the Open Molecules 2025 dataset.

Each line ends with the natural charge from an NBO analysis.
Atoms and positions in Å:
Ti (-0.89, 1.84, 0.60)  1.71
H (3.27, -1.66, -0.89)  0.25
H (1.18, -0.14, -3.58)  0.22
N (2.50, 1.54, -1.64)  -0.56
C (-2.63, -1.18, 3.92)  -0.14
H (4.33, 0.65, -1.09)  0.24
C (0.52, -0.21, -2.69)  -0.40
H (-0.43, -0.68, -3.03)  0.26
C (-1.58, 0.64, 2.51)  0.13
O (-0.93, 1.77, 2.54)  -0.59
C (3.24, 0.52, -0.93)  -0.24
C (-2.02, -0.12, 1.27)  0.18
C (-2.74, -1.36, 1.50)  -0.13
H (0.01, 1.91, -3.03)  0.28
Br (-4.00, -3.54, 2.96)  0.14
O (-1.82, 0.23, 0.02)  -0.65
C (1.26, -1.14, -1.66)  -0.43
C (2.80, -0.86, -1.51)  -0.42
H (-0.80, 1.15, -1.61)  0.22
C (1.21, 1.64, -1.23)  0.78
C (-3.04, -1.88, 2.78)  -0.13
H (1.20, -2.17, -2.07)  0.25
H (-1.72, 3.28, 0.01)  -0.16
H (0.74, -1.15, -0.68)  0.21
H (2.68, 1.49, -2.66)  0.41
Br (-3.33, -2.39, -0.07)  0.11
C (-1.93, 0.04, 3.78)  -0.10
C (0.15, 1.21, -2.18)  -0.52
H (3.05, 0.58, 0.16)  0.23
Br (-3.04, -1.89, 5.67)  0.15
H (3.23, -0.95, -2.53)  0.21
O (0.95, 1.84, -0.05)  -0.65
Br (-1.39, 0.97, 5.42)  0.13

Computed properties:
Highest occupied orbital energy   -0.4198 Eh
Largest force on an atom   0.1183 Eh/bohr
HOMO-LUMO gap   5.75 eV
E_LUMO   -5.672 eV
Total energy   -11890.18424 hartree
Total charge   +1



6.
The following is a quantum chemistry calculation of a 2-piece molecular cluster, C12H12BrClF7N4O7P overall, from the Open Molecules 2025 dataset.

Each line ends with the natural charge from an NBO analysis.
Atoms and positions in Å:
H (-6.49, -1.07, -1.98)  0.23
H (-3.08, -1.68, 0.89)  0.19
H (2.24, 1.14, -2.31)  0.43
H (-0.99, -0.22, 2.41)  0.22
O (-4.72, -1.34, -3.94)  -0.56
N (-0.70, -0.09, 0.43)  -0.19
P (5.75, -0.21, 3.30)  2.41
F (1.95, 3.84, -1.48)  -0.31
F (3.55, 2.69, 1.40)  -0.27
C (2.13, 3.69, -0.18)  0.92
N (0.04, 0.30, -1.66)  -0.49
F (1.04, 3.25, 0.39)  -0.29
H (-5.22, 0.13, -1.73)  0.26
H (-1.87, -3.58, 0.47)  0.20
O (-3.63, -2.47, -2.33)  -0.57
F (2.39, 4.91, 0.32)  -0.32
H (-0.41, -2.57, 0.47)  0.23
O (-1.38, -2.62, -2.26)  -0.54
C (3.37, 1.40, -0.63)  0.78
F (3.79, 0.47, 0.18)  -0.27
C (-2.34, -1.92, -2.06)  0.80
C (-4.58, -1.57, -2.76)  0.81
O (5.73, -1.18, 2.11)  -0.89
Cl (1.39, 0.62, 1.89)  0.27
Br (-3.17, 1.10, 1.53)  -0.62
H (-2.50, -1.88, 2.49)  0.21
H (-3.15, -0.22, -0.95)  0.27
C (0.97, 0.58, -0.86)  0.48
C (-1.04, -0.11, -0.90)  0.16
C (-1.28, -2.88, 1.03)  -0.62
H (-2.33, 0.13, -2.45)  0.26
F (4.40, 3.53, -0.37)  -0.31
C (3.37, 2.80, 0.10)  0.54
H (-5.28, -1.31, -0.73)  0.24
O (4.29, 0.07, 3.69)  -0.91
O (6.41, 1.12, 2.94)  -0.91
C (-1.48, -0.36, 1.47)  -0.06
O (6.54, -0.87, 4.44)  -0.92
C (-2.29, -0.46, -1.54)  -0.60
N (2.20, 1.05, -1.32)  -0.67
H (-0.92, -3.42, 1.91)  0.20
F (4.31, 1.51, -1.61)  -0.33
C (-2.17, -1.72, 1.48)  -0.43
N (0.62, 0.37, 0.45)  -0.28
C (-5.46, -0.92, -1.73)  -0.74

Computed properties:
Highest occupied orbital energy   0.0084 Eh
Largest force on an atom   0.0582 Eh/bohr
HOMO-LUMO gap   1.89 eV
E_LUMO   2.123 eV
Total energy   -5284.69059 hartree
Total charge   -2



7.
The following is a quantum chemistry calculation of C12H12ClKNO4 as an isolated structure, from the Open Molecules 2025 dataset.

Each line ends with the natural charge from an NBO analysis.
Atoms and positions in Å:
C (4.10, 2.34, -0.97)  -0.22
H (5.20, 2.11, 1.21)  0.25
H (-2.08, -2.28, 0.91)  0.24
C (0.62, -1.63, 0.89)  0.67
K (-1.30, -2.46, -2.17)  0.99
H (1.47, -0.18, -2.31)  0.20
C (-3.64, 0.87, -0.50)  0.06
H (-4.00, 0.82, -1.62)  0.22
C (3.72, 0.20, 0.94)  -0.25
O (0.42, -2.13, 2.13)  -0.56
H (-1.98, -0.63, 1.81)  0.31
C (4.43, 1.61, 0.48)  -0.19
C (-0.56, -0.83, 0.03)  -0.50
C (-4.57, 0.35, 1.54)  0.96
H (2.78, 2.23, -3.06)  0.26
C (2.27, 0.28, -1.56)  -0.28
H (2.61, -2.15, 1.09)  0.42
H (-0.56, -1.28, -1.06)  0.11
C (2.62, -0.48, -0.12)  0.12
C (-2.01, -1.10, 0.74)  -0.47
O (-4.70, 1.32, 0.43)  -0.49
C (3.01, 1.71, -2.02)  -0.21
H (-3.62, -1.33, -1.10)  0.19
Cl (-2.34, 2.17, -0.29)  -0.03
H (3.96, -0.32, 1.97)  0.25
C (-3.32, -0.70, -0.16)  0.04
N (2.01, -1.79, 0.31)  -0.68
O (-4.46, -0.94, 0.78)  -0.52
H (-0.22, 0.30, 0.02)  0.31
H (4.66, 3.35, -1.21)  0.25
O (-4.52, 0.59, 2.85)  -0.48

Computed properties:
Highest occupied orbital energy   -0.4132 Eh
Largest force on an atom   0.1987 Eh/bohr
HOMO-LUMO gap   6.87 eV
E_LUMO   -4.379 eV
Total energy   -1879.61567 hartree
Total charge   +1



8.
The following is a quantum chemistry calculation of one molecule with the formula C12H12N2O2, from the Open Molecules 2025 dataset.

Each line ends with the natural charge from an NBO analysis.
Atoms and positions in Å:
H (3.43, -2.61, -0.09)  0.22
O (-1.07, 0.32, 1.62)  -0.54
H (4.74, -0.87, 1.14)  0.22
C (-0.57, -0.50, 0.62)  0.25
O (-2.18, 2.18, -4.56)  -0.50
C (-0.77, 1.13, -1.27)  -0.03
H (-2.58, 0.83, 2.80)  0.21
C (3.00, 0.32, 1.62)  -0.20
C (1.62, 0.46, 1.50)  -0.24
C (-2.39, 0.03, 2.08)  -0.26
H (-0.97, 3.16, -3.25)  0.10
C (1.56, -1.61, 0.17)  -0.24
H (-2.16, -1.80, -1.36)  0.20
H (-0.92, -1.53, 0.82)  0.18
H (-2.48, -0.95, 2.59)  0.18
C (2.94, -1.73, 0.31)  -0.19
C (0.94, -0.50, 0.74)  0.03
C (-1.57, 2.25, -3.52)  0.41
H (3.56, 1.04, 2.21)  0.22
H (0.92, -2.37, -0.28)  0.21
C (3.66, -0.76, 1.03)  -0.21
N (-2.17, 0.01, -2.64)  -0.41
C (-1.48, 1.21, -2.46)  -0.05
H (-3.11, 0.04, 1.26)  0.18
N (-1.05, -0.09, -0.72)  -0.38
C (-1.88, -0.77, -1.60)  0.17
H (-0.13, 1.84, -0.80)  0.23
H (1.09, 1.25, 2.03)  0.24

Computed properties:
Highest occupied orbital energy   -0.3408 Eh
Largest force on an atom   0.0454 Eh/bohr
Energy above the lowest of the compared OMol25 structures with the same formula, charge and spin   59.1 kcal/mol
SMILES string   CO[C@H](c1ccccc1)n1cnc(C=O)c1
HOMO-LUMO gap   9.85 eV
E_LUMO   0.575 eV
Total energy   -724.43102 hartree